# 1
The following is a DFT calculation (the ωB97M-V functional and the def2-TZVPD basis) of a structure of composition C7H14AsCl14F6NiO4PY.

Calculated values
expectation value of S²	2.01

Structure (ORCA input):
```
! wB97M-V def2-TZVPD RIJCOSX def2/J DEFGRID3
* xyz 1 3
Y -5.6381 -0.8923 -8.9874
Ni -3.8658 2.2730 -8.1571
P -3.5120 0.0279 -7.7279
O -2.4093 1.0987 -7.6373
O -4.0135 0.5519 -9.1448
O -4.9516 0.6579 -7.4659
O -3.6695 -1.4071 -8.1637
As -6.5088 2.6413 -10.6011
F -5.2362 3.0620 -9.3797
F -5.2702 1.9552 -11.5989
F -7.7079 2.0666 -11.6902
F -7.7108 3.2675 -9.5381
F -6.3820 4.1800 -11.3712
F -6.6244 1.0336 -9.7710
C -5.9040 7.0414 -9.4465
Cl -7.4201 7.8512 -9.7618
Cl -6.0781 5.7993 -8.2243
H -5.5195 6.6051 -10.3663
H -5.1579 7.7904 -9.1903
C -9.1260 5.0903 -13.2901
Cl -8.9306 6.8154 -13.0075
Cl -9.9962 4.7913 -14.8040
H -8.1143 4.7137 -13.3779
H -9.6789 4.6563 -12.4643
C -4.6773 0.4277 -14.5682
Cl -4.3954 1.8418 -15.5770
Cl -3.9929 -1.0734 -15.2031
H -4.2247 0.5595 -13.5913
H -5.7530 0.3301 -14.4673
C -9.3098 -0.5193 -6.2537
Cl -9.7258 -2.2156 -6.1094
Cl -8.0069 -0.2305 -7.4526
H -10.2281 -0.0286 -6.5580
H -8.9360 -0.1149 -5.3201
C -4.1062 4.7418 -13.1255
Cl -3.3801 5.1745 -11.5769
Cl -3.0031 5.0511 -14.4785
H -4.3883 3.6967 -13.0686
H -5.0017 5.3476 -13.2171
C -8.8889 0.5885 -14.6613
Cl -10.3858 0.4661 -15.6524
Cl -7.8711 1.9313 -15.0954
H -9.2702 0.7728 -13.6636
H -8.3695 -0.3582 -14.7528
C -9.8993 5.3676 -9.3237
Cl -11.1583 6.3410 -10.1476
Cl -9.7236 5.9734 -7.6587
H -10.2085 4.3330 -9.3543
H -8.9660 5.6120 -9.8140
*
```

---

# 2
The following is a DFT calculation (the ωB97M-V functional and the def2-TZVPD basis) of a structure of composition C7H14BaF3O3.

Structure (ORCA input):
```
! wB97M-V def2-TZVPD RIJCOSX def2/J DEFGRID3
* xyz 1 1
Ba -0.5499 0.1433 0.7859
C -1.5680 2.1781 -2.1209
O -0.5900 2.0246 -1.0843
C 0.7549 2.2861 -1.5153
C 1.3686 1.0711 -2.1518
O 1.3381 0.0223 -1.1736
C 1.4703 -1.3034 -1.7180
C 0.1468 -1.8236 -2.2082
O -0.7673 -1.8222 -1.1062
C -2.0567 -2.3399 -1.4635
H -1.5304 3.1947 -2.5125
H -2.5485 2.0119 -1.6802
H -1.3981 1.4563 -2.9220
H 1.3134 2.5843 -0.6260
H 0.7666 3.1357 -2.2021
H 2.4025 1.2840 -2.4378
H 0.8311 0.7580 -3.0504
H 1.8658 -1.9226 -0.9133
H 2.2049 -1.3027 -2.5264
H 0.2689 -2.8454 -2.5797
H -0.2682 -1.2180 -3.0209
H -1.9507 -3.3059 -1.9578
H -2.5702 -1.6408 -2.1276
H -2.6257 -2.4843 -0.5473
F -0.1715 -1.2151 4.0228
C -0.0325 0.0329 3.4462
F 1.2326 0.4312 3.8338
F -0.8698 0.8336 4.2066
*
```

---

# 3
The following is a DFT calculation (the ωB97M-V functional and the def2-TZVPD basis) of a structure of composition C7H14BaOP.

Structure (ORCA input):
```
! wB97M-V def2-TZVPD RIJCOSX def2/J DEFGRID3
* xyz -1 1
C 0.8884 -0.0272 -2.1493
C 0.1430 0.0330 -3.3917
C -0.5726 -1.2123 -3.5403
C -0.2150 -2.1193 -2.5279
C 0.6607 -1.4093 -1.6459
Ba -1.6547 -0.0534 -1.1225
P 0.1200 2.1045 -0.1060
H 1.5986 0.8049 -1.8144
H 0.1898 0.8440 -4.1583
H -1.1104 -1.5429 -4.4372
H 1.1764 -1.8858 -0.8007
H -0.6380 -3.1434 -2.5010
H -0.8957 2.8265 0.6527
H 0.2839 3.0156 -1.2414
H 1.2832 2.4624 0.6508
C -0.4524 -0.0985 4.0348
C 0.2586 0.2409 2.8010
O -0.5411 -0.0747 1.3658
H -1.5177 0.0298 3.9688
H -0.1302 0.3759 4.9496
H -0.1479 -1.1079 4.2534
H 0.4536 1.3402 2.6734
H 1.2762 -0.2610 2.6552
H -0.4568 -1.1420 1.4309
*
```

---

no.,electronic energy (hartree)
1,-11741.63503
2,-825.68145
3,-717.02326